{
  "formula": "C5H13NO",
  "method": "ωB97M-V/def2-TZVPD",
  "gap_ev": 10.1,
  "smiles": "C/C=C/CCN.O",
  "relative_energy_kcal_mol": 40.3,
  "multiplicity": 1,
  "total_charge": 0,
  "homo_ha": -0.331,
  "symbols": ["C", "C", "C", "C", "C", "N", "H", "H", "H", "H", "H", "H", "H", "H", "H", "H", "H", "H", "H", "O"],
  "xyz": [[0.550, 1.546, 0.283], [-0.807, 1.493, -0.413], [-1.493, 0.142, -0.557], [-1.036, -0.902, 0.131], [-1.915, -2.098, 0.442], [1.693, 1.157, -0.540], [0.667, 2.579, 0.615], [0.509, 0.978, 1.209], [-1.506, 2.193, 0.054], [-0.634, 1.844, -1.444], [-2.456, 0.073, -1.051], [0.027, -1.085, 0.252], [-2.473, -2.398, -0.449], [-1.263, -2.930, 0.681], [-2.578, -1.918, 1.269], [1.986, 1.857, -1.198], [1.407, 0.313, -1.012], [2.556, -0.488, 0.269], [3.638, -1.082, 1.130], [3.130, -1.274, 0.328]],
  "atomic_forces_ev_per_a": [[-0.50, 0.87, 0.17], [0.02, -0.28, -1.89], [0.88, 0.50, 1.55], [-0.82, -1.18, -1.08], [1.05, -0.20, -1.05], [-0.44, -0.73, 0.99], [0.30, 0.03, -0.11], [0.19, -0.33, 0.02], [-0.04, -0.11, 0.02], [-0.12, 0.47, 0.22], [-0.27, 0.33, 0.32], [0.05, 0.65, 0.99], [-0.28, 0.07, 0.15], [-0.09, -0.34, 0.24], [-0.30, 0.13, 0.29], [-0.13, 0.10, -0.21], [0.23, -0.01, -0.69], [0.41, 0.00, -0.20], [-0.03, -0.25, -0.27], [-0.13, 0.28, 0.54]]
}

{
  "formula": "C5H13NO",
  "method": "ωB97M-V/def2-TZVPD",
  "gap_ev": 8.1,
  "smiles": "C/C=C/NCC.O",
  "relative_energy_kcal_mol": 57.7,
  "multiplicity": 1,
  "total_charge": 0,
  "homo_ha": -0.278,
  "symbols": ["C", "C", "C", "N", "C", "C", "H", "H", "H", "H", "H", "H", "H", "H", "H", "H", "H", "H", "H", "O"],
  "xyz": [[1.372, -1.689, -3.384], [0.097, -1.290, -2.669], [0.109, -0.189, -1.878], [-0.887, -0.010, -0.895], [-0.270, 0.376, 0.394], [0.410, -0.733, 1.239], [1.440, -1.498, -4.457], [2.216, -1.292, -2.798], [1.531, -2.737, -3.123], [-0.745, -1.961, -2.792], [1.022, 0.384, -1.858], [-1.749, -0.514, -0.963], [-1.077, 0.861, 0.935], [0.410, 1.201, 0.150], [1.002, -1.462, 0.701], [-0.356, -1.166, 1.894], [0.964, -0.146, 1.982], [-0.060, 2.645, 5.814], [-0.479, 3.310, 4.773], [-0.952, 2.941, 5.559]],
  "atomic_forces_ev_per_a": [[0.11, -0.24, 1.17], [1.13, 1.32, -0.46], [-1.69, -3.51, -0.17], [2.10, 2.04, -0.06], [-1.15, -0.22, -0.85], [-1.18, 1.69, 0.87], [0.09, -0.13, 0.15], [-0.08, 0.61, -0.73], [-0.21, -0.38, -0.76], [-0.17, 0.13, 0.38], [-0.12, 0.46, 0.40], [0.12, -0.35, 0.20], [0.05, -0.10, 0.63], [0.15, -0.34, 0.06], [0.09, 0.02, -0.05], [0.09, -0.59, -0.55], [0.68, -0.41, -0.21], [-0.56, -0.80, 1.57], [-1.83, 0.44, -0.22], [2.40, 0.36, -1.36]]
}

Record-wise max |F| values, in eV/Å: 1.9; 3.9